Computed, not measured: the molecule C2H4N2OS, with wB97M-V/def2-TZVPD.

Computed properties:
energy relative to the best compared isomer or geometry (same formula, charge and spin)	3.9812	eV
DFT total energy	-661.43923	hartree
gap between HOMO and LUMO	9.498	eV
LUMO	0.0322	Eh

Each line ends with the natural charge from an NBO analysis.
Positions of all 10 atoms, in Å:
C (0.59892, -1.02412, 0.71428)  0.380
C (-0.12145, -0.45164, -2.60436)  -0.104
H (-0.72557, 1.44614, -0.03714)  0.121
H (1.08144, -1.94588, 1.08168)  0.178
H (-0.52139, 0.27182, -3.28036)  0.195
H (0.28498, -1.36401, -2.99925)  0.182
N (0.24260, -0.11384, 1.50235)  -0.635
N (-0.09499, -0.16920, -1.36963)  -0.135
O (0.50708, -1.19959, -0.66147)  -0.389
S (-0.50464, 1.37654, 1.30864)  0.207